{
  "formula": "C7H21NO4",
  "method": "wB97M-V/def2-TZVPD",
  "species": ["C", "C", "C", "C", "C", "C", "C", "N", "H", "H", "H", "H", "H", "H", "H", "H", "H", "H", "H", "H", "H", "H", "H", "O", "H", "H", "O", "H", "H", "O", "H", "H", "O"],
  "xyz": [[2.145, 0.413, -0.234], [1.415, 0.652, 1.132], [-0.038, 0.719, 0.932], [-0.858, -0.419, 0.902], [-0.391, -1.734, 1.093], [-1.238, -2.798, 1.016], [-0.645, 2.047, 0.717], [3.522, 0.109, 0.041], [1.976, 1.294, -0.854], [1.701, -0.436, -0.752], [1.798, 1.582, 1.553], [1.716, -0.130, 1.832], [-1.920, -0.296, 0.712], [0.664, -1.873, 1.320], [-2.290, -2.665, 0.781], [-0.890, -3.819, 1.157], [0.080, 2.755, 0.312], [-1.502, 2.015, 0.044], [-0.973, 2.453, 1.684], [3.987, -0.306, -0.757], [4.055, 0.919, 0.335], [-0.150, -0.874, -2.714], [-0.834, -1.792, -1.655], [-0.979, -1.351, -2.499], [-0.151, 1.155, -2.617], [0.883, 1.083, -3.810], [0.706, 0.779, -2.914], [-2.628, 1.392, -2.915], [-1.835, 0.228, -2.247], [-1.950, 1.203, -2.259], [-1.750, -1.557, 3.507], [-1.680, -0.048, 3.253], [-1.942, -0.704, 3.904]],
  "largest_force_ev_per_a": 0.71,
  "gap_ha": [0.29728, 0.19472],
  "total_energy_ev": -17271.250,
  "relative_energy_kcal_mol": 0.0,
  "homo_energy_ev": [-12.9, -12.9],
  "multiplicity": 2,
  "total_charge": 1,
  "s2": 0.78
}

{
  "formula": "C11H13FO2Se",
  "method": "wB97M-V/def2-TZVPD",
  "species": ["C", "C", "C", "C", "C", "C", "C", "C", "C", "C", "C", "O", "O", "F", "Se", "H", "H", "H", "H", "H", "H", "H", "H", "H", "H", "H", "H", "H"],
  "xyz": [[4.586, -0.085, -0.290], [4.202, 1.242, -0.157], [3.638, -1.088, -0.203], [2.872, 1.565, 0.034], [2.309, -0.772, 0.018], [1.923, 0.555, 0.124], [-3.320, 0.316, 0.136], [-1.088, -1.121, 1.978], [-4.333, 1.865, -1.338], [-0.919, -1.522, -0.554], [-0.795, -0.596, 0.612], [-4.127, -0.096, 0.898], [-3.190, 1.117, -0.831], [-2.242, -1.839, -0.842], [0.061, 1.067, 0.379], [5.627, -0.332, -0.447], [4.943, 2.027, -0.206], [3.933, -2.124, -0.311], [2.564, 2.598, 0.125], [1.576, -1.559, 0.112], [-0.367, -1.896, 2.262], [-1.031, -0.318, 2.712], [-2.085, -1.564, 2.018], [-5.111, 1.925, -0.579], [-4.707, 1.362, -2.229], [-3.958, 2.856, -1.588], [-0.513, -1.084, -1.472], [-0.448, -2.499, -0.359]],
  "largest_force_ev_per_a": 3.16,
  "gap_ha": [0.30066, 0.27866],
  "total_energy_ev": -83772.773,
  "relative_energy_kcal_mol": 44.6,
  "homo_energy_ev": [-7.8, -7.8],
  "total_charge": 0
}

{
  "formula": "C2H7Br2N2",
  "method": "wB97M-V/def2-TZVPD",
  "species": ["C", "C", "N", "N", "Br", "Br", "H", "H", "H", "H", "H", "H", "H"],
  "xyz": [[0.518, 0.668, 0.456], [0.676, -0.587, -0.407], [-0.786, 1.122, 0.106], [-0.684, -1.256, -0.200], [1.894, 1.949, -0.005], [2.133, -1.723, 0.073], [0.550, 0.551, 1.731], [0.636, -0.146, -1.368], [-1.192, 1.736, 0.768], [-0.883, 1.573, -0.735], [-0.550, -1.950, 0.631], [-1.092, -1.785, -0.948], [-1.219, -0.151, -0.103]],
  "largest_force_ev_per_a": 5.15,
  "gap_ha": [0.17609, 0.17317],
  "total_energy_ev": -145238.423,
  "relative_energy_kcal_mol": 55.2,
  "homo_energy_ev": [-8.4, -14.2],
  "multiplicity": 3,
  "total_charge": 1,
  "s2": 2.01
}

{
  "formula": "C5H11N5O2",
  "method": "wB97M-V/def2-TZVPD",
  "species": ["C", "C", "C", "C", "C", "N", "N", "N", "N", "N", "O", "O", "H", "H", "H", "H", "H", "H", "H", "H", "H", "H", "H"],
  "xyz": [[-0.727, 1.943, -0.771], [-0.505, -0.031, -2.160], [-0.037, 1.379, 0.173], [0.342, -0.108, 0.173], [0.821, -1.913, -1.564], [0.183, -0.676, -1.235], [-1.028, 1.198, -1.941], [-0.514, -0.771, 1.209], [0.279, 2.136, 1.346], [0.071, -1.147, 2.410], [-0.118, 3.238, 1.430], [0.834, 1.513, 2.219], [-0.923, 3.043, -0.773], [-0.561, -0.385, -3.164], [1.349, -0.330, 0.506], [1.839, -1.767, -1.170], [0.437, -2.705, -1.001], [0.708, -2.311, -2.696], [-1.410, 1.860, -2.664], [-1.527, -0.692, 1.059], [-0.699, -1.129, 3.258], [0.541, -0.358, 2.841], [0.644, -1.986, 2.516]],
  "largest_force_ev_per_a": 5.25,
  "gap_ha": 0.35954,
  "total_energy_ev": -16886.468,
  "relative_energy_kcal_mol": 80.0,
  "homo_energy_ev": -18.1,
  "total_charge": 2,
  "smiles": "CN1C=[NH+]C=C([N+](=O)[O-])[C@H]1N[NH3+]"
}

{
  "formula": "C8H12O2",
  "method": "wB97M-V/def2-TZVPD",
  "species": ["C", "C", "C", "C", "C", "C", "C", "O", "H", "H", "H", "H", "H", "H", "H", "H", "C", "O", "H", "H", "H", "H"],
  "xyz": [[0.103, -2.181, 0.734], [-1.637, 1.046, 0.049], [-1.073, 1.973, 0.954], [-1.313, -0.295, 0.023], [-0.330, -0.769, 0.919], [0.051, 1.485, 1.629], [0.400, 0.136, 1.653], [-1.320, 3.280, 0.851], [-2.564, 1.422, -0.423], [-1.707, -0.971, -0.727], [0.649, 2.244, 2.135], [-1.916, 3.427, 0.128], [0.215, -2.952, 1.499], [1.114, -2.219, 0.263], [1.153, -0.205, 2.346], [-0.405, -2.729, -0.072], [2.287, -1.321, -3.040], [1.635, -2.329, -2.302], [2.154, -2.888, -1.736], [2.358, -0.413, -2.420], [1.633, -1.237, -3.920], [3.291, -1.584, -3.417]],
  "largest_force_ev_per_a": 3.96,
  "gap_ha": 0.33198,
  "total_energy_ev": -12584.189,
  "relative_energy_kcal_mol": 28.8,
  "homo_energy_ev": -8.2,
  "total_charge": 0,
  "smiles": "Cc1ccc(O)cc1.CO"
}

{
  "formula": "C2H3N2O2",
  "method": "wB97M-V/def2-TZVPD",
  "species": ["C", "C", "N", "N", "O", "O", "H", "H", "H"],
  "xyz": [[2.544, 0.134, 0.026], [0.056, 0.347, 0.000], [0.525, -0.887, -0.612], [1.199, -0.317, 0.553], [3.371, -0.871, -0.060], [2.638, 1.352, -0.183], [0.094, 1.229, -0.705], [-0.703, 0.107, 0.727], [-0.026, -1.714, -0.312]],
  "largest_force_ev_per_a": 3.74,
  "gap_ha": 0.30731,
  "total_energy_ev": -9197.055,
  "relative_energy_kcal_mol": 15.0,
  "homo_energy_ev": -4.1,
  "total_charge": -1,
  "smiles": "O=C([O-])N1CN1"
}

{
  "formula": "C13H32CuNO5",
  "method": "wB97M-V/def2-TZVPD",
  "species": ["Cu", "C", "C", "O", "H", "H", "H", "H", "H", "C", "C", "O", "H", "H", "H", "H", "H", "C", "C", "C", "O", "H", "H", "H", "H", "H", "H", "H", "C", "O", "C", "C", "N", "C", "C", "O", "C", "H", "H", "H", "H", "H", "H", "H", "H", "H", "H", "H", "H", "H", "H", "H"],
  "xyz": [[-0.857, 0.268, -0.607], [-0.124, -3.490, -2.778], [0.341, -2.017, -2.966], [-0.453, -1.105, -2.271], [-0.728, -3.687, -1.892], [0.715, -4.186, -2.776], [-0.869, -3.860, -3.482], [0.261, -1.678, -3.999], [1.408, -1.904, -2.775], [0.174, 4.223, -0.026], [-0.183, 3.657, -1.365], [-0.473, 2.302, -1.378], [0.422, 5.268, -0.211], [1.007, 3.712, 0.457], [-0.756, 4.119, 0.534], [0.529, 3.938, -2.141], [-1.068, 4.240, -1.623], [-3.631, -2.833, -0.399], [-3.667, -1.566, 0.462], [-3.051, -1.906, 1.865], [-3.022, -0.519, -0.178], [-2.603, -3.107, -0.634], [-4.306, -2.813, -1.255], [-4.013, -3.698, 0.144], [-4.719, -1.319, 0.606], [-3.705, -2.540, 2.463], [-3.118, -0.965, 2.412], [-2.032, -2.291, 1.819], [-1.488, 1.914, 2.281], [-0.913, 0.822, 1.600], [0.093, 0.104, 2.427], [0.876, -0.762, 1.379], [1.321, -0.131, 0.079], [2.125, 1.085, 0.311], [3.539, 0.720, 0.848], [4.215, -0.267, -0.021], [4.473, 0.329, -1.317], [-2.208, 2.420, 1.638], [-0.843, 2.571, 2.865], [-2.151, 1.358, 2.944], [-0.309, -0.389, 3.312], [0.843, 0.721, 2.921], [0.251, -1.648, 1.262], [1.747, -1.174, 1.888], [1.992, -0.658, -0.462], [1.726, 1.881, 0.940], [2.138, 1.638, -0.628], [3.476, 0.362, 1.875], [4.188, 1.552, 1.120], [4.529, 1.414, -1.405], [3.653, 0.085, -1.992], [5.251, -0.193, -1.874]],
  "largest_force_ev_per_a": 3.02,
  "gap_ha": [0.25150, 0.23354],
  "total_energy_ev": -70361.347,
  "relative_energy_kcal_mol": 34.8,
  "homo_energy_ev": [-4.1, -3.9],
  "multiplicity": 2,
  "total_charge": -1,
  "s2": 0.76
}

{
  "formula": "C8H12N2O3P",
  "method": "wB97M-V/def2-TZVPD",
  "species": ["C", "C", "C", "C", "C", "C", "C", "C", "N", "N", "O", "O", "O", "P", "H", "H", "H", "H", "H", "H", "H", "H", "H", "H", "H", "H"],
  "xyz": [[4.405, 1.375, -0.590], [3.451, 2.371, -0.592], [4.122, 0.108, -0.294], [2.158, 1.966, -0.385], [2.798, -0.338, -0.304], [1.805, 0.572, -0.403], [-3.138, -1.539, 1.639], [-3.411, -0.999, 0.237], [0.511, 0.355, -0.211], [-0.052, -0.956, -0.360], [-1.837, 0.656, -1.519], [-1.103, -1.641, -2.709], [-2.649, -1.661, -0.726], [-1.511, -0.810, -1.540], [5.435, 1.543, -0.601], [3.688, 3.429, -0.924], [5.018, -0.526, -0.266], [1.330, 2.689, -0.338], [2.501, -1.271, 0.037], [-3.264, -2.643, 1.576], [-2.067, -1.195, 1.657], [-3.922, -1.057, 2.225], [-3.179, 0.076, 0.054], [-4.443, -1.143, -0.213], [-0.115, 1.048, -0.575], [0.278, -1.502, 0.395]],
  "largest_force_ev_per_a": 3.44,
  "gap_ha": 0.26795,
  "total_energy_ev": -26904.227,
  "relative_energy_kcal_mol": 22.0,
  "homo_energy_ev": -3.8,
  "total_charge": -1,
  "smiles": "CCO[P@](=O)([O-])NNc1ccccc1"
}

{
  "formula": "CHINOS",
  "method": "wB97M-V/def2-TZVPD",
  "species": ["C", "N", "O", "S", "I", "H"],
  "xyz": [[0.355, 0.833, -1.921], [0.711, 0.104, -1.049], [0.141, 1.256, -2.986], [0.990, -0.232, 0.619], [-1.599, -1.294, 3.197], [-0.599, -0.667, 2.140]],
  "largest_force_ev_per_a": 3.18,
  "gap_ha": 0.23710,
  "total_energy_ev": -23527.808,
  "relative_energy_kcal_mol": 14.8,
  "homo_energy_ev": -3.4,
  "total_charge": -1
}